Entry 1:
Below is C79H202ClMgN13O26 as an isolated structure, with properties calculated with wB97M-V/def2-TZVPD.

Summary:
strongest force on any atom: 0.0773 Eh/bohr
LUMO level: 0.346 eV

ORCA input file:
```
! RIJCOSX wB97M-V def2-TZVPD def2/J DEFGRID3
* xyz 0 1
Mg 1.744 0.752 -2.196
Cl 2.580 0.406 -4.350
C -1.229 -0.458 0.126
C -0.758 0.791 -0.635
C 0.090 1.677 0.310
O 0.038 0.383 -1.701
H -0.380 -1.192 0.296
H -1.887 -0.996 -0.590
H -1.715 -0.224 1.082
H -1.578 1.451 -0.951
H 0.917 1.154 0.802
H -0.601 2.141 1.075
H 0.448 2.562 -0.228
C -1.718 6.991 -5.357
C -1.134 7.060 -3.973
C 0.317 7.619 -3.990
O 1.175 6.751 -4.783
C 2.489 7.184 -4.802
N -1.962 7.918 -3.138
H -1.750 7.956 -5.779
H -2.821 6.709 -5.428
H -1.159 6.239 -5.942
H -1.018 6.116 -3.501
H 0.678 7.744 -2.931
H 0.268 8.570 -4.451
H 2.926 7.319 -3.774
H 2.682 8.117 -5.307
H 3.102 6.473 -5.353
H -2.966 7.698 -3.393
H -1.963 7.653 -2.206
C -1.498 -4.175 1.873
C -2.468 -3.811 2.971
C -1.770 -3.880 4.370
O -1.399 -5.201 4.601
C -0.974 -5.496 5.924
N -3.079 -2.452 2.803
H -0.575 -3.537 1.970
H -2.047 -4.010 0.905
H -1.129 -5.195 1.801
H -3.335 -4.457 2.918
H -2.367 -3.455 5.190
H -0.847 -3.276 4.383
H -0.469 -6.480 5.947
H -1.792 -5.350 6.602
H -0.252 -4.737 6.290
H -2.392 -1.759 3.015
H -3.344 -2.314 1.871
C 2.241 3.703 -6.795
C 0.866 3.620 -7.375
C -0.139 3.310 -6.286
O -1.490 3.505 -6.752
C -2.350 3.195 -5.695
N 0.529 4.812 -8.173
H 2.163 4.595 -6.194
H 3.023 3.857 -7.515
H 2.504 2.855 -6.144
H 0.762 2.755 -8.045
H -0.095 4.082 -5.543
H -0.028 2.305 -5.885
H -2.198 2.164 -5.386
H -3.413 3.377 -5.992
H -2.074 3.893 -4.839
H -0.385 4.834 -8.526
H 0.686 5.627 -7.595
C 3.718 -7.579 -7.692
O 3.355 -6.254 -7.370
C 2.356 -6.074 -6.332
C 2.486 -4.614 -5.910
N 1.175 -4.265 -5.131
C 1.419 -3.089 -4.256
C 0.060 -2.700 -3.680
O -0.880 -2.450 -4.807
C -0.529 -1.240 -5.576
H 2.844 -8.206 -7.930
H 4.375 -8.101 -6.937
H 4.330 -7.575 -8.612
H 2.612 -6.831 -5.504
H 1.414 -6.413 -6.655
H 2.615 -4.053 -6.857
H 3.343 -4.375 -5.339
H 0.395 -3.954 -5.708
H 1.744 -2.163 -4.690
H 2.106 -3.438 -3.438
H 0.073 -1.902 -2.948
H -0.420 -3.545 -3.191
H -1.459 -0.895 -6.047
H 0.268 -1.459 -6.231
H -0.188 -0.444 -4.864
C 2.173 -2.085 -0.776
O 2.768 -0.959 -1.327
C 4.194 -0.882 -1.091
C 4.509 0.492 -1.655
N 3.587 1.528 -1.235
C 3.857 2.935 -1.520
C 2.948 3.440 -2.651
O 1.638 2.951 -2.350
C 0.559 3.490 -3.143
H 2.643 -3.068 -1.114
H 1.111 -2.058 -1.047
H 2.284 -2.073 0.304
H 4.714 -1.698 -1.617
H 4.376 -0.996 -0.015
H 4.454 0.427 -2.760
H 5.578 0.781 -1.472
H 3.390 1.481 -0.246
H 4.923 3.102 -1.792
H 3.628 3.553 -0.649
H 3.226 3.036 -3.651
H 2.876 4.500 -2.811
H -0.313 3.405 -2.474
H 0.371 2.928 -4.018
H 0.744 4.567 -3.371
C 2.790 3.111 2.324
O 3.935 2.574 1.673
C 5.114 3.424 1.646
C 6.348 2.621 1.259
N 6.557 1.489 2.144
C 7.708 0.655 1.695
C 7.819 -0.697 2.382
O 6.646 -1.514 2.146
C 6.927 -2.727 2.784
H 3.014 3.244 3.399
H 1.901 2.493 2.250
H 2.460 4.039 1.936
H 5.210 3.798 2.657
H 4.947 4.305 1.017
H 7.228 3.264 1.171
H 6.204 2.201 0.304
H 5.676 1.055 2.108
H 8.641 1.234 1.842
H 7.654 0.438 0.616
H 8.018 -0.767 3.396
H 8.681 -1.205 1.919
H 7.833 -3.199 2.346
H 6.035 -3.436 2.712
H 7.009 -2.570 3.907
C -6.439 4.592 3.971
O -5.472 4.802 5.031
C -5.282 6.140 5.479
C -4.068 6.125 6.350
N -2.903 5.715 5.636
C -1.755 5.599 6.491
C -0.494 5.380 5.699
O -0.762 4.275 4.860
C 0.246 4.077 3.923
H -7.395 5.093 4.152
H -6.498 3.476 3.888
H -6.058 5.048 3.015
H -6.141 6.458 6.041
H -5.167 6.796 4.665
H -4.286 5.469 7.243
H -3.934 7.102 6.754
H -3.209 4.857 5.209
H -1.833 4.732 7.174
H -1.660 6.540 7.061
H 0.332 5.137 6.363
H -0.272 6.295 5.084
H 1.208 4.257 4.501
H 0.185 4.721 3.051
H 0.194 3.096 3.521
C 1.685 5.740 -0.178
O 2.934 6.018 0.454
C 3.290 7.350 0.629
C 4.729 7.385 0.959
N 5.516 6.980 -0.151
C 6.943 7.082 -0.049
C 7.519 6.447 -1.376
O 7.275 5.094 -1.239
C 7.875 4.230 -2.185
H 1.525 6.274 -1.181
H 0.846 6.098 0.471
H 1.566 4.652 -0.342
H 2.701 7.875 1.384
H 3.053 7.846 -0.367
H 4.889 6.842 1.884
H 5.000 8.467 1.130
H 5.315 6.012 -0.379
H 7.371 6.627 0.849
H 7.318 8.149 -0.117
H 8.618 6.547 -1.488
H 7.045 6.856 -2.299
H 7.407 3.238 -2.037
H 8.929 4.254 -1.990
H 7.608 4.472 -3.177
C -0.714 0.198 7.696
O -1.867 -0.009 6.892
C -1.894 0.853 5.699
C -0.693 0.741 4.787
N -0.506 -0.615 4.229
C 0.611 -0.827 3.271
C 2.026 -0.239 3.686
O 2.344 -1.001 4.818
C 3.700 -0.842 5.236
H -0.037 -0.662 7.646
H -0.957 0.498 8.726
H -0.206 1.156 7.418
H -1.936 1.907 5.986
H -2.796 0.580 5.158
H 0.277 1.100 5.174
H -0.806 1.381 3.940
H -0.340 -1.214 5.017
H 0.350 -0.257 2.390
H 0.725 -1.831 2.997
H 1.983 0.823 3.919
H 2.783 -0.344 2.933
H 3.816 0.066 5.786
H 4.412 -0.915 4.440
H 3.990 -1.761 5.847
C 2.739 -4.261 3.171
O 2.748 -5.675 3.199
C 1.500 -6.214 2.696
C 1.333 -7.576 3.370
N 0.031 -8.201 3.055
C -0.227 -9.332 3.959
C -1.710 -9.680 4.011
O -2.302 -8.760 4.912
C -3.667 -8.856 4.971
H 3.675 -3.954 3.580
H 1.860 -3.859 3.710
H 2.697 -3.942 2.124
H 1.509 -6.196 1.614
H 0.681 -5.578 3.065
H 1.379 -7.458 4.466
H 2.127 -8.224 3.053
H -0.670 -7.462 3.397
H 0.142 -9.128 4.990
H 0.303 -10.206 3.525
H -1.972 -10.698 4.381
H -2.104 -9.572 2.936
H -3.964 -9.824 5.303
H -4.082 -8.739 3.976
H -4.075 -8.061 5.646
C -1.977 9.160 3.956
O -1.616 8.617 2.737
C -2.543 8.055 1.807
C -1.771 6.977 1.140
N -2.637 6.351 0.155
C -2.069 5.224 -0.629
C -3.131 4.736 -1.545
O -3.044 3.395 -1.902
C -4.084 3.052 -2.844
H -1.193 9.747 4.467
H -2.256 8.389 4.710
H -2.864 9.772 3.824
H -2.833 8.917 1.155
H -3.477 7.754 2.364
H -1.484 6.338 2.028
H -0.916 7.383 0.662
H -3.509 6.051 0.526
H -1.713 4.437 -0.041
H -1.167 5.587 -1.132
H -3.131 5.392 -2.487
H -4.067 4.881 -1.016
H -4.055 1.992 -3.058
H -3.938 3.615 -3.797
H -5.024 3.439 -2.460
C -5.613 -7.483 -2.122
O -4.599 -8.342 -1.649
C -5.081 -9.286 -0.727
C -3.890 -10.078 -0.278
N -3.251 -10.641 -1.380
C -2.311 -11.710 -1.135
C -0.902 -11.297 -0.862
O -0.339 -10.769 -2.035
C 0.848 -9.966 -1.876
H -5.331 -7.052 -3.124
H -5.657 -6.569 -1.522
H -6.568 -7.996 -2.159
H -5.804 -9.982 -1.117
H -5.547 -8.808 0.153
H -4.251 -10.900 0.377
H -3.228 -9.443 0.317
H -3.010 -9.978 -2.057
H -2.363 -12.407 -2.064
H -2.626 -12.304 -0.265
H -0.233 -12.047 -0.429
H -0.932 -10.456 -0.099
H 0.713 -9.191 -1.171
H 1.131 -9.524 -2.824
H 1.616 -10.595 -1.480
C -4.886 -3.380 -0.702
O -5.819 -2.358 -0.945
C -5.229 -1.145 -1.296
C -5.329 -0.058 -0.290
N -4.863 -0.662 0.971
C -5.122 0.089 2.142
C -3.900 0.889 2.615
O -3.342 1.757 1.672
C -4.031 3.026 1.580
H -4.359 -3.625 -1.616
H -5.447 -4.286 -0.355
H -4.145 -3.116 0.040
H -5.744 -0.906 -2.257
H -4.156 -1.274 -1.622
H -6.352 0.381 -0.176
H -4.641 0.759 -0.594
H -5.283 -1.596 1.039
H -5.262 -0.651 2.964
H -6.040 0.754 2.118
H -3.127 0.131 2.859
H -4.170 1.461 3.531
H -3.444 3.770 1.016
H -4.328 3.377 2.551
H -4.943 2.852 1.038
C -5.223 -2.839 -5.343
C -3.793 -3.003 -4.930
O -3.321 -1.821 -4.257
H -5.360 -2.026 -6.057
H -5.873 -2.628 -4.475
H -5.599 -3.736 -5.796
H -3.101 -3.352 -5.678
H -3.740 -3.761 -4.196
H -2.389 -1.970 -4.037
C -0.001 -5.640 -1.151
C -0.532 -6.218 -2.470
O 0.587 -6.624 -3.259
H -0.774 -5.131 -0.573
H 0.752 -4.933 -1.472
H 0.409 -6.409 -0.503
H -1.084 -5.466 -3.065
H -1.110 -7.099 -2.286
H 0.651 -6.093 -4.073
*
```

=====

Entry 2:
Below is an isolated ion of composition C7F4NO3 and charge -1, with properties calculated with wB97M-V/def2-TZVPD.

Summary:
SMILES: N#COC1([O-])C(F)=C(F)C(=O)C(F)=C1F
strongest force on any atom: 0.0774 Eh/bohr
LUMO level: 2.780 eV
energy above the lowest of the compared OMol25 structures with the same formula, charge and spin: 17.6 kcal per mole

ORCA input file:
```
! RIJCOSX wB97M-V def2-TZVPD def2/J DEFGRID3
* xyz -1 1
N -1.113 -0.049 1.651
C 0.048 -0.294 1.650
O 1.317 -0.509 1.650
C 2.054 -1.728 1.659
O 3.295 -1.476 1.650
C 1.695 -2.556 0.402
F 2.240 -2.018 -0.697
C 1.080 -3.745 0.398
F 0.793 -4.410 -0.742
C 0.659 -4.406 1.648
O -0.015 -5.436 1.649
C 1.085 -3.740 2.904
F 0.792 -4.414 4.045
C 1.698 -2.548 2.887
F 2.240 -2.022 3.995
*
```

=====

Entry 3:
Below is one molecule with the formula C7H10, with properties calculated with wB97M-V/def2-TZVPD.

Summary:
SMILES: C=CC(C=C)=CC
strongest force on any atom: 0.0376 Eh/bohr
LUMO level: 0.767 eV
energy above the lowest of the compared OMol25 structures with the same formula, charge and spin: 49.5 kcal per mole

ORCA input file:
```
! RIJCOSX wB97M-V def2-TZVPD def2/J DEFGRID3
* xyz 0 1
C -1.440 2.428 -0.060
C -1.027 1.411 0.695
C -0.115 0.326 0.245
C 0.357 0.358 -1.142
C 1.405 -0.338 -1.562
C 0.061 -0.670 1.137
C 0.417 -2.072 0.747
H -0.974 2.563 -1.031
H -2.301 3.030 0.202
H -1.366 1.267 1.717
H -0.381 0.730 -1.842
H 1.770 -0.392 -2.582
H 2.076 -0.762 -0.824
H 0.030 -0.498 2.205
H 1.460 -2.326 0.966
H -0.138 -2.750 1.408
H 0.166 -2.305 -0.279
*
```

=====

Entry 4:
Below is one molecule with the formula C7H10, with properties calculated with wB97M-V/def2-TZVPD.

Summary:
SMILES: C1[C@@H]2CC3(CC3)[C@H]12
strongest force on any atom: 0.0368 Eh/bohr
LUMO level: 1.172 eV
energy above the lowest of the compared OMol25 structures with the same formula, charge and spin: 66.1 kcal per mole

ORCA input file:
```
! RIJCOSX wB97M-V def2-TZVPD def2/J DEFGRID3
* xyz 0 1
C -0.868 -1.665 0.762
C -0.963 -0.276 1.327
C -1.077 0.709 0.156
C 0.308 0.267 -0.273
C 1.434 1.191 -0.568
C 0.870 0.281 -1.639
C 0.366 -0.793 0.792
H -1.399 -1.828 -0.175
H -0.799 -2.569 1.372
H -1.413 0.234 2.153
H -1.132 1.767 0.448
H -1.921 0.481 -0.502
H 1.225 2.257 -0.618
H 2.404 0.938 -0.145
H 0.239 0.734 -2.398
H 1.442 -0.584 -1.953
H 1.285 -1.145 1.261
*
```

=====

Entry 5:
Below is one molecule with the formula C7H10, with properties calculated with wB97M-V/def2-TZVPD.

Summary:
SMILES: C#C[C@@H]1[C@H](C)[C@@H]1C
strongest force on any atom: 0.0101 Eh/bohr
LUMO level: 1.086 eV
energy above the lowest of the compared OMol25 structures with the same formula, charge and spin: 58.8 kcal per mole

ORCA input file:
```
! RIJCOSX wB97M-V def2-TZVPD def2/J DEFGRID3
* xyz 0 1
C -0.626 0.015 2.710
C -0.577 0.541 1.626
C -0.657 1.058 0.287
C -0.749 0.040 -0.876
C -0.755 -1.493 -0.735
C 0.459 0.946 -0.714
C 1.795 0.364 -0.324
H -0.701 -0.475 3.653
H -1.257 1.967 0.201
H -1.523 0.326 -1.583
H -1.414 -1.830 0.076
H -1.155 -1.915 -1.668
H 0.214 -1.985 -0.584
H 0.530 1.810 -1.377
H 2.206 -0.184 -1.177
H 2.521 1.135 -0.036
H 1.689 -0.319 0.523
*
```

=====

Entry 6:
Below is one molecule with the formula C7H10, with properties calculated with wB97M-V/def2-TZVPD.

Summary:
strongest force on any atom: 0.0077 Eh/bohr
LUMO level: 0.040 eV
energy above the lowest of the compared OMol25 structures with the same formula, charge and spin: 122.3 kcal per mole

ORCA input file:
```
! RIJCOSX wB97M-V def2-TZVPD def2/J DEFGRID3
* xyz 0 1
C 1.372 -0.131 1.044
C 1.711 0.892 0.002
C 1.117 -0.432 -0.406
C -0.304 -0.423 -0.968
C -1.457 -0.896 -0.048
C -1.782 0.601 0.130
C -0.888 0.997 -1.024
H 2.199 -0.652 1.518
H 0.527 0.033 1.709
H 2.752 1.111 -0.207
H 1.787 -1.161 -0.858
H -0.278 -0.866 -1.972
H -1.185 -1.469 0.845
H -2.240 -1.434 -0.589
H -2.809 0.982 0.097
H -1.328 1.018 1.046
H 1.053 1.749 -0.130
*
```

=====

Entry 7:
Below is one molecule with the formula C7H10, with properties calculated with wB97M-V/def2-TZVPD.

Summary:
SMILES: C=CC(C=C)=CC
strongest force on any atom: 0.0609 Eh/bohr
LUMO level: 0.704 eV
energy above the lowest of the compared OMol25 structures with the same formula, charge and spin: 61.3 kcal per mole

ORCA input file:
```
! RIJCOSX wB97M-V def2-TZVPD def2/J DEFGRID3
* xyz 0 1
C 1.141 -1.663 -1.875
C 1.182 -0.535 -1.157
C 0.138 -0.061 -0.125
C -0.104 1.369 -0.393
C -0.766 2.307 0.287
C -0.355 -0.891 0.800
C -0.981 -0.474 2.110
H 0.440 -2.477 -1.924
H 1.936 -1.603 -2.622
H 1.703 0.292 -1.633
H 0.313 1.826 -1.285
H -0.644 3.356 0.040
H -1.184 2.145 1.280
H -0.130 -1.938 0.680
H -0.187 -0.181 2.801
H -1.799 0.240 1.997
H -1.478 -1.342 2.553
*
```

=====

Entry 8:
Below is one molecule with the formula C7H10, with properties calculated with wB97M-V/def2-TZVPD.

Summary:
SMILES: C#CC[C@@H]1C[C@@H]1C
strongest force on any atom: 0.0095 Eh/bohr
LUMO level: 1.132 eV
energy above the lowest of the compared OMol25 structures with the same formula, charge and spin: 57.9 kcal per mole

ORCA input file:
```
! RIJCOSX wB97M-V def2-TZVPD def2/J DEFGRID3
* xyz 0 1
C 1.715 0.002 2.435
C 1.513 0.306 1.287
C 1.246 0.738 -0.096
C 0.523 -0.302 -0.942
C -0.656 0.046 -1.814
C -0.857 -0.757 -0.561
C -1.607 -0.112 0.581
H 1.894 -0.255 3.457
H 0.653 1.658 -0.056
H 2.199 1.010 -0.566
H 1.175 -1.040 -1.397
H -0.750 -0.463 -2.770
H -1.003 1.077 -1.811
H -1.064 -1.818 -0.690
H -2.682 -0.213 0.406
H -1.364 -0.563 1.547
H -1.387 0.959 0.649
*
```

=====

no.,E_HOMO (eV)
1,-8.016
2,-5.446
3,-8.219
4,-9.294
5,-9.176
6,-8.247
7,-8.395
8,-9.793